# C36H51B2N12O7P2RbS3

A structure of composition C36H51B2N12O7P2RbS3 at a distorted geometry (ωB97M-V/def2-TZVPD, the Open Molecules 2025 dataset).

Output
Lowest unoccupied orbital energy = 3.12 eV
HOMO energy = -2.96 eV
Total energy = -4537.8007 a.u.
F_max = 2.06 eV Å⁻¹
ΔE to the lowest compared entry with this formula, charge and spin = 27.2 kcal per mole
Molar mass = 1029.1 g mol⁻¹
Net charge = -2
Frontier orbital gap = 6.1 eV

Geometry as XYZ:
```
114
C36H51B2N12O7P2RbS3 | the Open Molecules 2025 dataset | ωB97M-V/def2-TZVPD
Rb 0.63 -0.75 3.74
C 4.12 1.61 -1.26
C 2.65 1.84 -1.24
C 2.12 3.05 -1.01
C 0.71 3.22 -0.89
N -0.10 2.23 -0.99
N 0.41 0.98 -1.21
B -0.67 -0.02 -1.14
N -2.03 0.38 -0.66
N -2.99 0.12 -1.59
C -4.23 0.33 -1.30
C -4.62 0.82 -0.01
C -3.68 1.09 0.92
C -4.03 1.55 2.30
C -2.28 0.89 0.59
S -1.09 1.22 1.68
C -5.21 0.05 -2.43
C -6.66 0.05 -1.94
C -5.04 1.14 -3.50
C -4.90 -1.32 -3.05
N -0.69 -1.25 -2.05
N -0.79 -1.31 -3.37
C -0.81 -2.51 -3.87
C -0.75 -3.68 -3.04
C -0.64 -3.58 -1.69
C -0.54 -4.73 -0.74
C -0.58 -2.25 -1.19
S -0.28 -1.58 0.31
C -0.89 -2.65 -5.39
C 0.39 -3.34 -5.89
C -1.01 -1.27 -6.05
C -2.11 -3.49 -5.77
C 1.75 0.70 -1.40
S 2.34 -0.81 -1.74
C 0.11 4.59 -0.59
C 0.64 5.07 0.77
C -1.42 4.51 -0.52
C 0.52 5.58 -1.69
H 4.65 2.55 -1.15
H 4.38 0.95 -0.43
H 4.43 1.11 -2.18
H 2.77 3.90 -0.86
H -5.66 0.95 0.22
H -5.11 1.58 2.43
H -3.58 0.90 3.06
H -3.60 2.54 2.49
H -6.96 1.02 -1.56
H -7.32 -0.20 -2.77
H -6.82 -0.69 -1.16
H -5.25 2.13 -3.09
H -4.02 1.13 -3.88
H -5.73 0.96 -4.34
H -5.05 -2.12 -2.33
H -5.55 -1.50 -3.92
H -3.86 -1.36 -3.38
H -0.78 -4.66 -3.51
H -0.71 -5.68 -1.25
H 0.46 -4.73 -0.29
H -1.25 -4.61 0.07
H 1.27 -2.78 -5.58
H 0.48 -4.35 -5.50
H 0.38 -3.40 -6.98
H -0.15 -0.65 -5.82
H -1.08 -1.40 -7.13
H -1.90 -0.75 -5.70
H -2.06 -4.50 -5.36
H -3.03 -3.03 -5.40
H -2.18 -3.58 -6.85
H 0.36 4.38 1.57
H 1.73 5.15 0.77
H 0.23 6.05 1.00
H -1.73 3.81 0.25
H -1.82 5.50 -0.27
H -1.84 4.19 -1.47
H 1.60 5.70 -1.74
H 0.16 5.24 -2.67
H 0.08 6.56 -1.48
C 4.55 -3.86 0.45
C 3.21 -3.44 0.60
N 3.12 -2.40 1.42
N 4.37 -2.12 1.81
C 5.25 -2.99 1.25
B 4.73 -1.04 2.84
N 4.13 0.34 2.44
C 4.80 1.52 2.45
C 3.90 2.52 2.14
C 2.69 1.84 1.97
N 2.84 0.53 2.13
N 4.30 -1.45 4.27
C 4.96 -1.15 5.41
C 4.27 -1.71 6.47
C 3.18 -2.36 5.85
N 3.21 -2.20 4.54
H 4.94 -4.67 -0.14
H 2.32 -3.83 0.15
H 6.31 -2.90 1.47
H 5.93 -0.90 2.85
H 5.85 1.55 2.69
H 4.09 3.58 2.10
H 1.70 2.22 1.75
H 5.85 -0.54 5.38
H 4.51 -1.66 7.52
H 2.37 -2.92 6.30
O -2.13 0.33 5.35
P -1.38 -0.67 6.40
O -2.23 -0.90 7.59
O -0.81 -1.82 5.63
O -0.10 0.29 6.84
P 0.70 1.49 6.12
O 2.12 0.76 5.71
O 0.96 2.58 7.08
O 0.05 1.72 4.77
H -1.46 0.96 5.00
H 2.58 0.48 6.51
```